Below is one molecule with the formula C7H14O2S, with properties calculated with ωB97M-V/def2-TZVPD.

For the maximum force, the calculation gives 1.13 eV/Å. The HOMO energy is -10.1 eV. As for the HOMO-LUMO gap: 10.76 eV. The energy relative to the best compared isomer or geometry (same formula, charge and spin) is 2.443 eV. Its structure (SMILES) is C=CCC(C)(C)C[SH](=O)=O. The calculated total energy is -22414.9043 eV.

Cartesian coordinates (Å):
1 C -2.778 -0.176 -1.194
2 C -1.862 0.309 -0.375
3 C -0.460 0.634 -0.785
4 C 0.599 -0.324 -0.201
5 C 1.982 0.109 -0.691
6 C 0.316 -1.757 -0.663
7 C 0.573 -0.289 1.323
8 S 0.542 1.374 2.035
9 O 0.738 1.258 3.449
10 O 1.336 2.321 1.309
11 H -3.781 -0.395 -0.868
12 H -2.562 -0.372 -2.232
13 H -2.115 0.500 0.660
14 H -0.210 1.650 -0.475
15 H -0.393 0.588 -1.874
16 H 2.218 1.104 -0.325
17 H 2.745 -0.582 -0.338
18 H 2.012 0.121 -1.777
19 H -0.669 -2.082 -0.335
20 H 1.059 -2.442 -0.261
21 H 0.350 -1.814 -1.748
22 H -0.309 -0.768 1.740
23 H 1.460 -0.754 1.750
24 H -0.791 1.787 1.875

Below is C31H26BCrF4N9SSe as an isolated structure, with properties calculated with ωB97M-V/def2-TZVPD.

For the maximum force, the calculation gives 0.70 eV/Å. The HOMO energy (alpha / beta) is -10.6 / -10.6 eV. As for the charge: +1. As for the HOMO-LUMO gap (alpha / beta): 6.66 / 6.48 eV. The energy relative to the best compared isomer or geometry (same formula, charge and spin) is 0.000 eV. The spin multiplicity is 4. The calculated total energy is -162132.7576 eV.

Cartesian coordinates (Å):
1 Cr 0.510 0.856 0.337
2 S -2.888 1.878 2.955
3 C -2.147 3.407 2.590
4 C -2.604 4.684 2.904
5 C -1.823 5.754 2.522
6 C -0.608 5.558 1.852
7 C -0.164 4.293 1.532
8 C -0.957 3.208 1.895
9 N -0.685 1.855 1.665
10 C -1.603 1.069 2.182
11 C -1.380 -0.377 2.090
12 C -2.107 -1.333 2.791
13 C -1.692 -2.655 2.754
14 C -0.558 -3.007 2.031
15 C 0.147 -2.048 1.308
16 C -0.265 -0.723 1.320
17 H -3.536 4.832 3.431
18 H -2.156 6.759 2.741
19 H -0.009 6.416 1.577
20 H 0.764 4.144 0.998
21 H -2.976 -1.047 3.375
22 H -2.242 -3.409 3.301
23 H -0.224 -4.037 2.025
24 H 1.019 -2.351 0.738
25 Se 7.928 -0.666 -0.113
26 N 6.835 -0.346 1.250
27 C 5.642 -0.187 0.744
28 C 4.464 0.137 1.553
29 C 4.487 0.306 2.938
30 C 3.325 0.653 3.592
31 C 2.162 0.849 2.855
32 N 2.133 0.690 1.535
33 C 3.260 0.312 0.894
34 C 3.132 0.083 -0.551
35 N 1.882 0.166 -1.049
36 C 1.697 0.066 -2.359
37 C 2.758 -0.154 -3.233
38 C 4.031 -0.288 -2.726
39 C 4.232 -0.171 -1.347
40 C 5.534 -0.308 -0.689
41 N 6.641 -0.562 -1.333
42 H 5.416 0.157 3.474
43 H 3.300 0.784 4.664
44 H 1.235 1.148 3.324
45 H 0.677 0.156 -2.707
46 H 2.565 -0.222 -4.294
47 H 4.881 -0.470 -3.371
48 F 0.548 2.626 -1.008
49 B -0.776 2.368 -1.574
50 F -0.984 1.004 -1.007
51 F -1.705 3.212 -1.071
52 F -0.706 2.269 -2.926
53 C -0.262 -2.847 -2.295
54 N -1.199 -1.795 -1.878
55 C -2.291 -2.444 -1.131
56 N -2.976 -3.473 -1.914
57 C -1.985 -4.473 -2.322
58 N -0.890 -3.887 -3.108
59 C -1.480 -3.240 -4.288
60 N -2.458 -2.209 -3.930
61 C -1.792 -1.211 -3.096
62 C -3.510 -2.843 -3.127
63 H 0.162 -3.313 -1.401
64 H 0.548 -2.398 -2.876
65 H -3.015 -1.678 -0.841
66 H -1.884 -2.900 -0.231
67 H -2.480 -5.236 -2.923
68 H -1.568 -4.946 -1.430
69 H -1.972 -4.000 -4.897
70 H -0.682 -2.784 -4.878
71 H -2.513 -0.447 -2.803
72 H -1.007 -0.732 -3.688
73 H -4.008 -3.603 -3.731
74 H -4.243 -2.086 -2.842

Below is an isolated ion of composition CH2BrN2 and charge +1, with properties calculated with ωB97M-V/def2-TZVPD.

For the maximum force, the calculation gives 3.50 eV/Å. The HOMO energy is -16.1 eV. As for the charge: +1. As for the HOMO-LUMO gap: 8.55 eV. The energy relative to the best compared isomer or geometry (same formula, charge and spin) is 2.643 eV. The calculated total energy is -74078.4059 eV.

Cartesian coordinates (Å):
1 C -1.077 -0.260 0.462
2 N 0.210 -0.530 0.151
3 N -0.761 -0.124 -0.803
4 Br 1.910 0.873 0.026
5 H -1.958 -0.061 1.209
6 H 1.676 0.103 -1.045

Below is C24H62F3NiO28P5S as an isolated structure, with properties calculated with ωB97M-V/def2-TZVPD.

For the maximum force, the calculation gives 3.74 eV/Å. The HOMO energy (alpha / beta) is -9.6 / -9.7 eV. As for the HOMO-LUMO gap (alpha / beta): 10.07 / 10.19 eV. The spin multiplicity is 3. The calculated total energy is -189709.4534 eV.

Cartesian coordinates (Å):
1 Ni 2.979 0.856 -0.597
2 C -0.535 -0.563 0.686
3 C 0.825 -0.057 0.295
4 O 1.074 0.295 -0.869
5 O 1.753 0.092 1.124
6 H -1.141 0.326 0.764
7 H -0.617 -1.108 1.610
8 H -1.167 -1.000 -0.114
9 C 4.707 -3.357 -0.745
10 F 3.662 -3.754 0.060
11 F 5.762 -4.157 -0.480
12 F 4.405 -3.615 -2.042
13 S 5.105 -1.582 -0.403
14 O 3.717 -1.071 -0.637
15 O 5.530 -1.558 0.951
16 O 5.973 -1.325 -1.529
17 C -4.278 -2.307 -5.720
18 O -3.074 -1.525 -5.577
19 P -3.102 0.068 -5.650
20 O -4.358 0.624 -5.196
21 O -1.752 0.499 -4.778
22 C -1.789 0.101 -3.358
23 O -2.720 0.486 -7.125
24 C -1.497 0.141 -7.828
25 H -5.113 -1.615 -5.856
26 H -4.380 -2.827 -4.750
27 H -4.160 -2.948 -6.643
28 H -0.750 0.144 -3.008
29 H -2.067 -0.955 -3.340
30 H -2.499 0.762 -2.899
31 H -0.648 0.508 -7.290
32 H -1.739 0.546 -8.790
33 H -1.427 -0.980 -7.943
34 C -7.222 0.659 1.378
35 O -6.064 0.026 2.012
36 P -5.648 -1.435 1.458
37 O -5.172 -1.473 0.087
38 O -4.592 -1.889 2.560
39 C -3.561 -2.786 1.997
40 O -6.983 -2.248 1.740
41 C -7.468 -2.314 3.104
42 H -7.160 1.710 1.486
43 H -7.998 0.329 2.027
44 H -7.325 0.299 0.362
45 H -2.883 -2.971 2.809
46 H -3.138 -2.378 1.113
47 H -4.081 -3.684 1.671
48 H -7.032 -3.187 3.604
49 H -8.537 -2.419 3.052
50 H -7.242 -1.486 3.727
51 C 0.362 -7.161 2.612
52 O 0.366 -6.019 1.745
53 P 0.358 -4.529 2.277
54 O -0.541 -4.291 3.398
55 O 1.939 -4.173 2.486
56 C 2.438 -2.976 3.027
57 O -0.110 -3.749 0.987
58 C 0.544 -3.993 -0.305
59 H -0.174 -8.006 2.087
60 H -0.219 -6.861 3.489
61 H 1.359 -7.493 2.830
62 H 2.376 -2.968 4.117
63 H 1.756 -2.216 2.617
64 H 3.417 -2.718 2.634
65 H 1.089 -4.894 -0.330
66 H 1.310 -3.240 -0.496
67 H -0.291 -3.967 -1.011
68 C 2.300 5.996 -0.738
69 O 2.070 5.033 -1.794
70 P 1.432 3.622 -1.388
71 O 2.512 2.778 -0.810
72 O 0.150 3.986 -0.482
73 C -0.136 3.138 0.764
74 O 0.936 3.032 -2.811
75 C -0.263 3.696 -3.404
76 H 1.368 6.432 -0.413
77 H 3.021 6.736 -1.131
78 H 2.725 5.416 0.066
79 H -0.715 3.779 1.383
80 H 0.819 2.746 1.078
81 H -0.774 2.300 0.388
82 H -1.104 3.088 -3.026
83 H -0.071 3.430 -4.427
84 H -0.335 4.784 -3.121
85 C -2.328 3.311 6.484
86 O -1.330 2.695 5.648
87 P -1.510 2.574 4.093
88 O -1.797 3.869 3.403
89 O -0.167 1.969 3.557
90 C 0.298 0.647 3.994
91 O -2.627 1.369 3.984
92 C -3.358 1.346 2.684
93 H -3.246 2.814 6.346
94 H -2.378 4.364 6.068
95 H -1.928 3.258 7.513
96 H 1.332 0.425 3.687
97 H -0.484 -0.050 3.694
98 H 0.258 0.633 5.101
99 H -2.808 1.452 1.745
100 H -4.207 2.059 2.748
101 H -3.740 0.316 2.706
102 C 2.824 -0.324 -3.558
103 O 3.435 0.684 -2.830
104 C 4.748 1.100 -3.380
105 C 5.084 2.278 -2.464
106 O 5.088 1.848 -1.168
107 C 5.508 2.828 -0.296
108 C 5.586 2.245 1.108
109 O 4.351 1.510 1.270
110 C 4.335 0.902 2.541
111 H 2.542 0.039 -4.547
112 H 1.903 -0.595 -3.040
113 H 3.417 -1.239 -3.560
114 H 4.530 1.402 -4.408
115 H 5.438 0.238 -3.358
116 H 4.286 3.005 -2.591
117 H 6.005 2.680 -2.899
118 H 4.858 3.713 -0.388
119 H 6.517 3.225 -0.412
120 H 5.681 2.979 1.905
121 H 6.486 1.577 1.193
122 H 3.845 1.549 3.263
123 H 5.318 0.662 2.910
124 H 3.751 0.009 2.439

Below is C6H10NO2S as an isolated structure, with properties calculated with ωB97M-V/def2-TZVPD.

For the maximum force, the calculation gives 4.10 eV/Å. The HOMO energy (alpha / beta) is -13.0 / -13.0 eV. As for the charge: +1. As for the HOMO-LUMO gap (alpha / beta): 7.59 / 7.59 eV. The energy relative to the best compared isomer or geometry (same formula, charge and spin) is 6.251 eV. The calculated total energy is -22791.2030 eV.

Cartesian coordinates (Å):
1 C 0.933 -0.111 -0.332
2 C -0.641 -1.818 -0.167
3 C -1.739 -1.130 -0.674
4 C -1.120 0.925 0.474
5 C -2.119 0.200 -0.364
6 C 0.283 0.991 -0.032
7 N 0.831 2.228 -0.134
8 O 2.850 -1.125 1.007
9 O 3.105 0.854 -0.488
10 S 2.606 -0.582 -0.503
11 H -0.303 -2.739 -0.635
12 H -0.108 -1.639 0.846
13 H -2.077 -1.568 -1.594
14 H -2.804 -0.841 0.240
15 H -1.432 1.988 0.558
16 H -1.203 0.476 1.475
17 H -2.720 0.694 -1.202
18 H 3.387 -1.933 1.165
19 H 0.423 2.975 0.492
20 H 1.846 2.155 -0.131